No. 1
Density functional theory data (ωB97M-V/def2-TZVPD) for a molecular structure, C60H84N3O3PS3SeSr in a non-equilibrium geometry.

Each line ends with the Mulliken charge.
Element x y z (Å)
Sr  1.1164  -0.8217  -1.0574  2.116
C  -2.2701  6.4126  -3.0669  -1.720
C  -3.1315  5.1991  -2.6936  1.943
C  -4.2407  5.0336  -3.7410  -1.705
C  -3.7919  5.4879  -1.3463  -2.126
C  -2.2658  3.9423  -2.6466  -0.402
C  -2.1274  3.1468  -1.5184  -0.048
C  -1.3071  2.0300  -1.5116  -0.112
Se  -1.2227  0.9774  0.1029  -0.103
C  -2.5640  -0.3416  -0.3314  0.080
C  -3.8726  -0.1067  0.0476  -0.357
C  -4.9008  -0.9694  -0.3187  0.026
C  -4.5461  -2.0483  -1.1227  -0.799
C  -3.2540  -2.3331  -1.5483  0.147
C  -2.1900  -1.4984  -1.0914  -0.071
O  -0.9536  -1.7460  -1.3459  -1.036
C  -3.0842  -3.5428  -2.4872  2.673
C  -3.5205  -4.8185  -1.7526  -1.569
C  -3.9763  -3.3409  -3.7212  -1.842
C  -1.6627  -3.7860  -3.0102  -1.965
C  -6.3571  -0.7696  0.0970  2.177
C  -6.8499  -1.9911  0.8833  -1.718
C  -6.5349  0.4638  0.9812  -2.119
C  -7.2349  -0.5906  -1.1489  -1.694
C  -0.5503  1.6405  -2.6592  0.234
O  0.2571  0.6446  -2.6257  -0.846
C  -0.7497  2.4172  -3.8501  0.317
C  -1.5783  3.5270  -3.7904  -0.225
C  -0.2130  1.9456  -5.2132  2.464
C  -1.1685  0.8457  -5.7005  -1.634
C  1.2061  1.3591  -5.1922  -1.767
C  -0.1939  3.0798  -6.2448  -2.199
H  -2.8757  7.3243  -3.0957  0.459
H  -1.8045  6.2857  -4.0456  0.292
H  -1.4692  6.5526  -2.3383  0.326
H  -4.8839  5.9195  -3.7670  0.466
H  -4.8574  4.1634  -3.5103  0.339
H  -3.8274  4.8881  -4.7401  0.289
H  -4.3730  6.4122  -1.4123  0.457
H  -3.0526  5.6108  -0.5533  0.381
H  -4.4694  4.6864  -1.0467  0.317
H  -2.6630  3.3859  -0.6082  0.323
H  -4.0810  0.7819  0.6297  0.369
H  -5.3368  -2.7175  -1.4504  0.146
H  -4.5604  -4.7647  -1.4237  0.242
H  -2.8967  -4.9797  -0.8720  0.069
H  -3.4142  -5.6865  -2.4116  0.508
H  -5.0314  -3.2479  -3.4582  0.270
H  -3.8708  -4.1912  -4.4018  0.500
H  -3.6876  -2.4353  -4.2573  0.324
H  -0.9681  -4.0604  -2.2207  0.214
H  -1.2458  -2.9103  -3.5024  0.062
H  -1.7149  -4.6091  -3.7338  0.557
H  -6.2227  -2.1638  1.7593  0.349
H  -6.8178  -2.8956  0.2740  0.293
H  -7.8817  -1.8426  1.2177  0.469
H  -5.9276  0.4039  1.8861  0.390
H  -7.5822  0.5534  1.2834  0.444
H  -6.2583  1.3809  0.4578  0.330
H  -7.2127  -1.4798  -1.7811  0.308
H  -6.8808  0.2490  -1.7492  0.323
H  -8.2767  -0.4016  -0.8692  0.465
H  -1.7088  4.1130  -4.6918  0.233
H  -1.1728  0.0086  -5.0001  0.170
H  -0.8579  0.4696  -6.6812  0.481
H  -2.1905  1.2243  -5.7786  0.270
H  1.2910  0.5312  -4.4982  0.012
H  1.9453  2.1042  -4.8946  0.148
H  1.4450  1.0186  -6.2059  0.580
H  -1.1928  3.3931  -6.5563  0.342
H  0.3288  2.7335  -7.1401  0.506
H  0.3325  3.9581  -5.8646  0.312
S  1.4806  -2.0069  1.6261  0.647
C  2.6045  -1.1795  2.6581  -1.414
N  2.8523  -1.6799  3.9823  0.587
C  3.3093  -0.6862  4.9187  -0.738
C  4.4629  0.0630  4.2959  -0.980
N  4.0229  0.6831  3.0702  0.894
C  4.7083  1.8987  2.7295  -1.326
C  4.2017  3.0852  3.5247  0.706
C  5.0447  3.9412  4.2152  -0.395
C  4.5340  5.0209  4.9304  -0.524
C  3.1674  5.2478  4.9581  -0.362
C  2.3143  4.3922  4.2665  -0.769
C  2.8262  3.3186  3.5593  -0.249
C  3.1939  -0.0281  2.1995  -0.661
S  2.9661  0.6796  0.5813  0.289
C  1.9659  -2.6595  4.5536  0.284
C  0.7840  -2.0929  5.3260  0.493
C  -0.1811  -1.3192  4.6759  0.487
C  -1.2268  -0.7554  5.3883  -1.226
C  -1.3310  -0.9536  6.7614  -0.361
C  -0.3807  -1.7204  7.4154  -0.706
C  0.6710  -2.2801  6.6966  -0.436
H  3.6294  -1.1908  5.8373  0.459
H  2.5187  0.0343  5.1915  0.320
H  5.2943  -0.6287  4.1079  0.188
H  4.7996  0.8510  4.9761  0.472
H  4.5506  2.0945  1.6692  0.074
H  5.7908  1.7858  2.8907  0.318
H  6.1149  3.7630  4.1971  0.352
H  5.2042  5.6790  5.4706  0.363
H  2.7635  6.0844  5.5151  0.366
H  1.2449  4.5634  4.2786  0.420
H  2.1765  2.6423  3.0154  0.567
H  2.5491  -3.3055  5.2229  0.499
H  1.6004  -3.2868  3.7459  -1.285
H  -0.0985  -1.1663  3.6079  0.399
H  -1.9645  -0.1580  4.8671  0.496
H  -2.1477  -0.5067  7.3151  0.378
H  -0.4516  -1.8813  8.4850  0.349
H  1.4220  -2.8741  7.2079  0.349
C  2.2795  5.1208  -3.1439  -1.259
P  2.4572  3.4737  -2.3415  0.931
C  1.5543  3.8667  -0.7932  -0.379
C  4.1832  3.6318  -1.7297  -1.190
H  2.6132  5.9299  -2.4857  0.397
H  1.2283  5.2807  -3.3931  0.143
H  2.8507  5.1618  -4.0739  0.368
H  1.9849  4.7467  -0.3028  0.580
H  1.5987  3.0236  -0.1014  -0.261
H  0.5058  4.0551  -1.0308  -0.191
H  4.3277  4.5479  -1.1470  0.325
H  4.8778  3.6339  -2.5728  0.392
H  4.4209  2.7749  -1.0969  0.144
C  4.7963  -3.2258  -2.5136  -1.169
S  3.9150  -2.1591  -1.3765  0.778
O  2.4533  -2.5247  -1.7900  -0.899
C  4.1709  -2.7875  0.1871  0.000
C  5.2605  -2.2404  0.8782  -0.562
C  5.7986  -2.8467  1.9824  -0.847
C  5.2800  -4.1452  2.3152  -0.699
C  4.2246  -4.6992  1.6835  -0.933
C  3.3771  -3.9499  0.6936  -0.186
H  4.4647  -4.2473  -2.3209  0.250
H  5.8640  -3.1268  -2.3206  0.352
H  4.5631  -2.9288  -3.5345  0.395
H  5.6878  -1.3183  0.4898  0.226
H  6.6550  -2.4323  2.4960  0.467
H  5.7780  -4.7290  3.0863  0.342
H  3.9317  -5.7142  1.9350  0.358
H  3.1268  -4.5890  -0.1482  0.604
C  0.9992  -5.5724  2.5654  -1.619
C  0.9453  -4.6794  1.3157  2.416
C  -0.4682  -4.0880  1.2417  -2.728
C  1.0968  -5.5821  0.0843  -2.280
N  2.0177  -3.6232  1.3552  1.090
H  0.2805  -6.3922  2.4694  0.485
H  0.7355  -5.0079  3.4602  0.323
H  1.9921  -5.9950  2.7146  0.171
H  -1.1769  -4.9218  1.2031  0.607
H  -0.6198  -3.4704  0.3532  0.820
H  -0.7050  -3.4859  2.1169  0.168
H  0.2299  -6.2472  0.0401  0.492
H  1.9877  -6.2102  0.1247  0.480
H  1.1257  -4.9903  -0.8323  0.320

Charge = -2
ΔE to the lowest compared entry with this formula, charge and spin = 173.2 kJ/mol
Lowest unoccupied orbital energy = 3.9 eV

No. 2
Density functional theory data (ωB97M-V/def2-TZVPD) for 8 unconnected molecules or ions with the total composition C61H126F9N5O8S2 in a non-equilibrium geometry.

Each line ends with the Mulliken charge.
Element x y z (Å)
C  2.2466  5.6547  -5.5032  -1.421
C  1.4247  4.4154  -5.8656  -0.769
C  0.0094  4.5812  -6.3204  0.155
C  -0.7331  3.2590  -6.2897  -1.572
N  -2.1618  3.3367  -6.9737  0.671
C  -2.5739  1.8738  -7.0478  -0.884
C  -3.4673  1.7010  -5.8399  -0.859
C  -4.2524  3.0441  -5.7880  -0.624
C  -3.1931  4.0401  -6.0763  -0.705
C  -2.0645  3.8826  -8.4216  -1.275
C  -1.0689  3.1144  -9.3068  0.103
C  -0.8641  3.6555  -10.7557  -1.373
H  1.7460  6.2933  -4.7754  0.355
H  2.4904  6.2441  -6.3870  0.327
H  3.1958  5.4804  -4.9964  0.390
H  1.5500  3.7270  -5.0298  0.445
H  1.9839  3.8608  -6.6190  0.376
H  -0.1017  5.0850  -7.2806  0.194
H  -0.4127  5.1960  -5.5254  0.314
H  -0.8791  2.9315  -5.2604  0.690
H  -0.1119  2.4691  -6.7119  0.554
H  -3.1272  1.7179  -7.9740  0.535
H  -1.7700  1.1389  -7.0898  0.380
H  -4.1835  0.8795  -5.8258  0.400
H  -2.8493  1.4429  -4.9800  0.367
H  -4.9667  3.1165  -6.6081  0.319
H  -4.7385  3.2016  -4.8252  0.476
H  -3.3957  5.0718  -6.3637  0.434
H  -2.5943  4.1119  -5.1684  0.332
H  -1.7990  4.9342  -8.3133  0.569
H  -3.0564  3.8866  -8.8735  0.483
H  -1.1813  2.0319  -9.2471  0.463
H  -0.1053  3.1584  -8.7992  0.078
H  0.1733  3.8428  -11.0329  0.368
H  -1.2629  4.6697  -10.7789  0.378
H  -1.3294  3.0996  -11.5696  0.320
C  -6.5134  -1.1014  2.3206  -1.253
C  -8.0495  -1.1277  2.2933  -0.515
C  -8.6867  -0.1052  3.1777  -0.248
C  -10.2399  0.0926  2.9290  -0.875
N  -10.8206  1.1630  3.9697  0.455
C  -10.6489  0.6788  5.4385  -0.858
C  -11.9482  1.0827  6.2163  -0.616
C  -12.9396  1.6107  5.2180  -0.695
C  -12.3655  1.0534  3.8952  -0.878
C  -10.2146  2.6068  3.7878  -0.710
C  -10.8838  3.4224  2.5366  -0.281
C  -10.3761  4.9296  2.4034  -1.345
H  -5.9813  -1.7125  1.5915  0.376
H  -5.9458  -1.1090  3.2511  0.336
H  -6.3590  -0.0537  2.0624  0.298
H  -8.3068  -2.0807  2.7555  0.290
H  -8.5263  -1.0876  1.3140  0.408
H  -8.0949  0.7623  2.8854  0.235
H  -8.5455  -0.3009  4.2406  0.277
H  -10.7568  -0.8437  3.1393  0.357
H  -10.3913  0.4641  1.9155  0.457
H  -9.7234  1.0938  5.8377  0.402
H  -10.5902  -0.4089  5.4772  0.457
H  -11.7161  1.9810  6.7885  0.287
H  -12.2922  0.3782  6.9735  0.405
H  -12.9889  2.6973  5.1477  0.292
H  -13.9812  1.3054  5.3181  0.439
H  -12.7333  1.5725  3.0101  0.516
H  -12.6244  -0.0011  3.7998  0.529
H  -9.1309  2.6727  3.6913  0.380
H  -10.4931  3.1257  4.7051  0.466
H  -11.9670  3.5103  2.6204  0.268
H  -10.6736  2.9142  1.5955  0.280
H  -10.3758  5.5734  3.2829  0.359
H  -10.8391  5.4548  1.5680  0.367
H  -9.3154  4.8850  2.1564  0.344
C  5.9553  0.0172  2.5318  -1.321
C  5.7705  -1.0809  3.5682  -0.580
C  4.4904  -0.9408  4.3754  -0.336
C  4.1200  -2.2558  5.0875  -0.883
N  2.9567  -2.0521  6.0906  0.717
C  1.8336  -1.1042  5.6888  -0.800
C  0.5272  -1.7838  6.1449  -0.613
C  0.8577  -3.2140  5.9088  -0.605
C  2.3310  -3.4822  6.3622  -0.601
C  3.5257  -1.4939  7.3998  -1.022
C  2.5554  -1.2214  8.6131  -0.164
C  3.3123  -0.9268  9.8788  -1.542
H  5.0928  0.1025  1.8708  0.368
H  6.9126  -0.2871  2.1089  0.391
H  6.1323  0.9853  3.0004  0.306
H  6.6140  -1.1153  4.2576  0.396
H  5.7310  -2.0295  3.0328  0.397
H  3.6659  -0.5759  3.7628  0.325
H  4.5921  -0.1638  5.1330  0.177
H  5.0122  -2.6557  5.5694  0.293
H  3.8444  -2.9630  4.3052  0.624
H  1.7694  -0.0924  6.0892  0.141
H  1.7957  -1.0317  4.6019  0.557
H  0.2312  -1.4948  7.1533  0.280
H  -0.3774  -1.5284  5.5930  0.398
H  0.2423  -3.8995  6.4916  0.404
H  0.8345  -3.4208  4.8389  0.369
H  2.4856  -3.6453  7.4288  0.321
H  2.8804  -4.2950  5.8873  0.417
H  3.9449  -0.5164  7.1611  0.426
H  4.2959  -2.1984  7.7137  0.404
H  1.8077  -1.9748  8.8612  0.357
H  1.9877  -0.3212  8.3779  0.268
H  2.8175  -0.2816  10.6047  0.396
H  4.2014  -0.3135  9.7325  0.366
H  3.6407  -1.8677  10.3204  0.369
C  7.6226  -5.4413  -3.5669  -1.358
C  6.8075  -6.6395  -2.9699  -0.478
C  6.4598  -7.7936  -3.9799  -0.637
C  5.5163  -8.8024  -3.4029  -0.899
N  4.6624  -9.4200  -4.5279  0.406
C  3.5646  -8.4908  -5.1890  -0.550
C  2.2088  -8.8521  -4.7187  -0.669
C  2.4437  -9.8549  -3.5518  -0.700
C  3.7441  -10.5443  -3.8792  -0.742
C  5.4784  -10.1985  -5.5644  -1.152
C  6.5312  -11.1580  -4.9482  -0.050
C  7.2081  -12.0097  -6.0200  -1.493
H  7.9417  -4.8545  -2.7055  0.376
H  7.0132  -4.8688  -4.2661  0.352
H  8.4995  -5.7268  -4.1480  0.340
H  5.9137  -6.1817  -2.5460  0.362
H  7.5038  -6.9873  -2.2069  0.293
H  7.3734  -8.3357  -4.2243  0.266
H  6.2251  -7.3652  -4.9543  0.518
H  4.8539  -8.2827  -2.7107  0.523
H  5.9734  -9.5962  -2.8122  0.447
H  3.6641  -8.5421  -6.2732  0.375
H  3.7402  -7.4417  -4.9513  0.354
H  1.6358  -9.2976  -5.5320  0.298
H  1.6661  -8.0031  -4.3031  0.387
H  1.6313  -10.5647  -3.3957  0.421
H  2.5455  -9.1871  -2.6964  0.334
H  3.5596  -11.2750  -4.6668  0.443
H  4.1881  -11.0608  -3.0282  0.389
H  5.8791  -9.5195  -6.3171  0.602
H  4.7996  -10.6943  -6.2583  0.655
H  6.0438  -11.7193  -4.1510  0.317
H  7.3457  -10.5187  -4.6076  0.156
H  6.4771  -12.7923  -6.2231  0.379
H  8.0196  -12.5725  -5.5586  0.379
H  7.6294  -11.6007  -6.9383  0.353
C  2.3813  5.2359  9.0735  -1.190
C  3.4360  5.0451  7.9936  -0.707
C  3.1291  5.6971  6.6462  -0.607
C  2.0998  4.8612  5.7714  -1.063
N  1.7236  5.5435  4.4015  0.719
C  2.9912  5.6569  3.5450  -0.639
C  2.5112  5.4892  2.1201  -0.812
C  1.4133  4.4244  2.2540  -0.582
C  0.8006  4.5798  3.5900  -0.674
C  1.0785  7.0070  4.5409  -1.086
C  -0.2552  7.0984  5.1758  -0.048
C  -0.7839  8.5953  5.3139  -1.305
H  2.3099  6.3194  9.1688  0.301
H  2.7758  4.9117  10.0365  0.403
H  1.4318  4.7038  9.0156  0.305
H  3.7363  4.0037  7.8776  0.348
H  4.3745  5.4449  8.3777  0.352
H  4.0525  5.8989  6.1033  0.448
H  2.7496  6.7121  6.7637  0.288
H  1.1527  4.7661  6.3025  0.477
H  2.5798  3.9339  5.4588  0.690
H  3.4201  6.6561  3.4701  0.189
H  3.8011  4.9644  3.7744  0.529
H  2.2336  6.4393  1.6637  0.367
H  3.2590  5.1253  1.4154  0.405
H  0.7883  4.4120  1.3611  0.467
H  1.8173  3.4133  2.2025  0.284
H  -0.1962  4.9913  3.4309  0.226
H  0.7218  3.7127  4.2457  0.466
H  1.0979  7.4515  3.5458  0.375
H  1.8371  7.4457  5.1893  0.425
H  -0.1157  6.7316  6.1927  0.247
H  -1.0575  6.5425  4.6906  0.316
H  0.1063  9.2206  5.3817  0.374
H  -1.3155  8.6826  6.2615  0.357
H  -1.3694  9.0229  4.4999  0.352
C  3.6970  -1.9228  -8.2589  -0.248
O  4.6665  -1.0043  -7.7219  -0.321
O  2.8251  -1.1500  -9.1516  -0.885
C  4.4885  -3.2002  -8.7046  0.862
F  5.4095  -3.4616  -7.7751  -0.270
F  3.7581  -4.3481  -8.7458  -0.304
F  5.0857  -3.0883  -9.9434  -0.279
C  4.6803  -0.7832  -6.3267  0.067
C  5.9639  -0.0231  -5.9967  -1.187
H  6.8332  -0.1847  -6.6340  0.318
H  5.5862  0.9993  -5.9822  0.250
H  6.3486  -0.0760  -4.9782  0.367
H  4.7470  -1.7711  -5.8711  0.213
H  3.8335  -0.2507  -5.8936  0.201
H  3.0768  -2.2480  -7.4236  0.220
C  0.3113  -1.9219  -1.5690  0.556
F  1.5046  -1.2600  -1.7565  -0.218
F  -0.4957  -1.2764  -0.6846  -0.216
F  -0.3003  -1.9983  -2.7078  -0.201
S  0.5519  -3.8073  -1.0642  1.018
O  1.1890  -3.7970  0.2516  -0.651
O  -0.7827  -4.4444  -1.0905  -0.659
O  1.4827  -4.4878  -2.0569  -0.629
C  -4.7392  4.1994  0.2391  0.580
F  -5.9749  3.8749  0.0060  -0.216
F  -4.4608  3.9773  1.4633  -0.225
F  -3.9024  3.3227  -0.5045  -0.256
S  -4.4284  6.0814  -0.1145  1.084
O  -2.9523  6.1542  -0.3062  -0.662
O  -5.0823  6.3314  -1.4121  -0.668
O  -4.9353  6.8911  1.0154  -0.638

Charge = +2
ΔE to the lowest compared entry with this formula, charge and spin = 814.8 kJ/mol
Lowest unoccupied orbital energy = -4.0 eV